Record 1
The following is a quantum chemistry calculation of a structure of composition C37H36CoN3O3, from the OMol25 dataset.

```
80
Properties=species:S:1:pos:R:3:mulliken_spin:R:1
C -0.9224 -0.2859 2.0483 -0.0072
C -1.1076 1.1341 1.9442 0.0181
C -2.0103 1.3692 0.8552 0.1473
H -0.7715 1.8461 2.6885 -0.0127
C -2.3693 0.1135 0.2840 -0.0350
C -1.7028 -0.9106 1.0162 0.1779
H -3.1128 -0.0636 -0.4741 0.0205
C 2.2747 0.6351 -0.0161 0.1457
C 1.7446 1.3784 1.1061 -0.0511
C 0.9722 2.4755 0.5695 0.0717
H 2.0020 1.2438 2.1425 -0.0082
C 1.0123 2.3774 -0.8548 0.0703
C 1.7434 1.1990 -1.2133 0.0040
H -2.5133 2.3110 0.6956 0.0005
H -1.8355 -1.9657 0.8741 0.0146
H -0.3327 -0.7476 2.8212 -0.0235
H 1.9653 0.8726 -2.2248 0.0120
H 0.6059 3.3379 1.1269 0.0073
H 3.0147 -0.1388 0.0203 0.0050
Co 0.0410 0.5261 0.4031 2.3240
C 0.4455 3.3672 -1.8432 0.0472
C 1.4692 3.6194 -2.9722 0.0018
C 0.0969 4.7054 -1.1647 0.0149
H 2.4037 4.0189 -2.5514 0.0027
H 1.0603 4.3359 -3.6933 0.0009
H 1.6900 2.6876 -3.5068 0.0004
H 1.0016 5.1707 -0.7545 -0.0045
H -0.6212 4.5686 -0.3484 -0.0012
H -0.3476 5.3897 -1.8950 0.0010
C -0.8403 2.7031 -2.3906 -0.0114
C -1.5893 3.4298 -3.4941 0.0029
H -1.5239 2.6032 -1.5355 0.0037
H -0.6163 1.6915 -2.7725 -0.0039
O -1.1009 4.3075 -4.2104 0.0001
N -2.8975 3.0539 -3.6371 0.0001
C -3.6389 2.1103 -2.8142 -0.0018
H -3.3897 3.5038 -4.3976 -0.0001
C -4.2698 2.7812 -1.5869 0.0030
C -5.1071 2.0062 -0.7699 -0.0011
H -5.2660 0.9557 -1.0514 0.0018
C -5.7152 2.5702 0.3599 -0.0011
H -6.3684 1.9448 0.9810 -0.0010
C -5.4868 3.9241 0.6668 -0.0002
H -5.9692 4.3653 1.5445 0.0001
C -4.6522 4.7057 -0.1483 0.0001
H -4.4630 5.7609 0.0779 0.0000
C -4.0428 4.1355 -1.2817 -0.0014
H -3.4073 4.7464 -1.9371 0.0000
H -2.9853 1.2846 -2.4771 0.0018
H -4.4319 1.6575 -3.4317 -0.0001
O -0.4346 -2.3993 -1.6708 0.0017
C 0.3446 -2.4353 -0.6790 0.0068
N 0.9335 -3.5850 -0.2372 0.0063
C 1.7908 -3.3773 0.9046 -0.0054
C 1.5480 -1.9288 1.1544 0.0008
O 1.9931 -1.3415 2.1668 -0.0032
N 0.7523 -1.4073 0.1710 0.0616
C 1.3779 -4.2646 2.1164 -0.0021
C 0.9133 -3.7273 3.3291 -0.0006
C 0.5989 -4.5727 4.4060 -0.0001
C 0.7088 -5.9625 4.2724 -0.0001
C 1.1205 -6.5072 3.0480 0.0002
C 1.4411 -5.6628 1.9712 -0.0005
C 3.2830 -3.5447 0.5407 -0.0024
C 4.1986 -4.2381 1.3564 0.0006
C 5.5460 -4.3402 0.9661 -0.0004
C 5.9867 -3.7387 -0.2182 0.0002
C 5.0793 -3.0278 -1.0152 0.0000
C 3.7333 -2.9284 -0.6344 -0.0015
H 0.8293 -4.4527 -0.7243 -0.0005
H 0.8770 -2.6461 3.4282 0.0013
H 0.2833 -4.1172 5.3445 0.0001
H 0.4736 -6.6231 5.1098 0.0000
H 1.2205 -7.5846 2.8995 0.0000
H 1.7847 -6.0722 1.0182 0.0003
H 3.8189 -4.6859 2.2770 0.0002
H 6.2206 -4.9024 1.6159 0.0000
H 7.0334 -3.8219 -0.5116 0.0001
H 5.3935 -2.5413 -1.9368 0.0001
H 3.0154 -2.3754 -1.2455 0.0004
```

Calculated values
Frontier orbital gap (alpha / beta) in eV: 6.02 / 7.39
Charge: -1
2S+1: 4
⟨S²⟩: 3.779
LUMO level (alpha / beta) in eV: 2.71 / 2.71

=====

Record 2
The following is a quantum chemistry calculation of an isolated molecule of C8H17N, from the OMol25 dataset.

```
26
Properties=species:S:1:pos:R:3:nbo_charge:R:1
C 1.3338 0.4087 -0.5088 -0.0236
C 0.8140 -0.8534 1.6441 -0.4078
C -1.9354 -0.0979 1.4222 -0.6621
C 2.4387 1.1850 0.2035 -0.6163
C 1.9041 -0.7359 -1.3495 -0.6259
C -2.9514 0.3042 -1.3250 -0.6358
N 0.3402 -0.0788 0.5201 -0.4543
C -1.0086 -0.0365 0.2343 0.2276
C -1.4966 0.1148 -1.0103 -0.3313
H 0.8087 1.1067 -1.1666 0.2138
H -0.8424 0.0549 -1.8650 0.1931
H 1.7482 -1.3552 1.3883 0.1979
H 0.0959 -1.6258 1.9185 0.2048
H 0.9980 -0.2207 2.5216 0.1843
H -2.2799 -1.1183 1.5965 0.2177
H -2.8083 0.5260 1.2484 0.2273
H -1.4413 0.2593 2.3221 0.2161
H 2.0064 1.9550 0.8382 0.2162
H 3.0787 1.6671 -0.5334 0.2118
H 3.0518 0.5303 0.8176 0.2006
H 2.5030 -1.4068 -0.7373 0.1996
H 2.5352 -0.3384 -2.1424 0.2104
H 1.1001 -1.3114 -1.8022 0.2175
H -3.0973 0.3541 -2.4020 0.2136
H -3.3385 1.2307 -0.8944 0.2017
H -3.5574 -0.5175 -0.9384 0.2029
```

Calculated values
Frontier orbital gap in eV: 8.10
Structure (SMILES): C/C=C(\C)N(C)C(C)C
Charge: 0
Energy above the lowest of the compared OMol25 structures with the same formula, charge and spin in eV: 0.388
LUMO level in eV: 0.97

=====

Record 3
The following is a quantum chemistry calculation of a structure of composition C8B2F12O17P2V, from the OMol25 dataset.

```
42
Properties=species:S:1:pos:R:3:nbo_charge:R:1
O -1.2524 -3.8821 2.0472 -0.3596
V -0.4170 -2.8537 1.1935 1.7413
P 0.4713 -4.0556 -1.1847 2.5938
F 1.0215 -4.1755 0.3841 -0.5418
F -0.9550 -4.3321 -0.5548 -0.5525
F 0.1074 -2.5328 -0.8181 -0.5291
F -0.1028 -3.8917 -2.6692 -0.5485
F 1.9703 -3.6287 -1.6126 -0.5506
F 0.7621 -5.6298 -1.2793 -0.5598
P -2.0615 -0.8744 4.1224 2.6065
F -2.5183 -2.3734 4.4435 -0.5793
F -0.8258 -0.9849 5.2507 -0.6048
F -0.9460 -1.4265 3.0111 -0.5992
F -1.4115 0.5826 3.8432 -0.5737
F -3.1210 -0.6698 2.9454 -0.5795
F -3.0254 -0.2510 5.2301 -0.5824
O 1.2928 1.1397 2.8969 -0.4928
C 1.9541 0.9123 1.9165 0.6672
O 2.6799 1.7729 1.2706 -0.6392
B 3.2206 1.1906 0.0090 1.1683
O 2.8210 -0.2086 0.0930 -0.6068
C 2.0067 -0.4128 1.0743 0.7704
O 1.3563 -1.4277 1.2776 -0.6734
O 4.6628 1.5257 -0.2157 -0.6464
C 4.7966 2.2942 -1.2421 0.6747
O 5.7961 2.6874 -1.7992 -0.5762
C 3.4213 2.5660 -1.8652 0.6836
O 2.5844 1.8295 -1.1359 -0.6696
O 3.2135 3.3373 -2.7539 -0.5332
O -3.8859 3.2087 -4.5307 -0.5704
C -3.1683 2.6472 -3.7359 0.6807
O -3.4775 2.1420 -2.5620 -0.6423
B -2.2444 1.7491 -1.8482 1.1512
O -1.1659 2.2062 -2.7033 -0.6495
C -1.6304 2.7482 -3.8177 0.6700
O -0.9446 3.4042 -4.5696 -0.5514
O -2.0519 0.3491 -1.5116 -0.6200
C -1.8799 0.1884 -0.2207 0.7479
O -1.4732 -0.8630 0.2856 -0.6691
C -1.8378 1.6347 0.3982 0.6806
O -2.2702 2.4581 -0.5668 -0.6513
O -1.4719 1.9002 1.5048 -0.4834
```

Calculated values
Frontier orbital gap (alpha / beta) in eV: 6.86 / 7.35
Charge: -2
2S+1: 2
Energy above the lowest of the compared OMol25 structures with the same formula, charge and spin in eV: 1.558
⟨S²⟩: 0.787
LUMO level (alpha / beta) in eV: 1.39 / 1.89

=====

Computed values of E_tot (unit: eV) for the preceding records, in sequence: -87194.8694; -10061.1318; -121357.7278.
Computed values of F_max (unit: eV/Å) for the preceding records, in sequence: 2.89; 1.52; 4.10.